Entry 1:
A 11-piece molecular cluster, C50H52F7NO3 overall in a non-equilibrium geometry, computed with ωB97M-V/def2-TZVPD.

Values from the calculation:
2S+1: 1
SMILES: Fc1ccccc1.Fc1ccccc1.Fc1ccccc1.Fc1ccccc1.Fc1ccccc1.Fc1ccccc1.Fc1ccccc1.c1ccncc1.CO.CO.CO
Maximum force: 0.0372 hartree/bohr
HOMO-LUMO gap: 9.8 eV
E: -2915.8939 hartree

Geometry as XYZ:
```
113
Properties=species:S:1:pos:R:3:forces:R:3:mulliken_charge:R:1
F -15.247 -9.939 -34.708 0.596 -0.048 0.279 -0.362
C -14.625 -8.762 -34.444 -1.177 0.597 0.169 0.389
C -13.574 -8.655 -33.551 0.338 -0.309 -0.740 -0.525
C -13.012 -7.395 -33.378 -0.823 -0.118 0.567 -0.404
C -13.594 -6.279 -33.963 0.862 0.447 -0.319 -0.259
C -14.707 -6.374 -34.788 0.308 -0.999 -0.039 -0.143
C -15.238 -7.645 -35.009 0.152 0.199 0.217 -0.646
H -13.125 -9.531 -33.102 -0.153 -0.045 0.053 0.444
H -12.219 -7.272 -32.653 0.233 0.010 -0.251 0.429
H -13.054 -5.347 -33.843 -0.363 0.172 0.072 0.194
H -15.114 -5.523 -35.312 -0.121 0.085 0.196 0.404
H -16.163 -7.778 -35.554 0.133 -0.090 -0.247 0.439
F -15.536 -12.324 -41.574 -0.257 0.054 0.167 -0.298
C -14.304 -12.043 -42.000 1.566 -0.457 -1.001 0.052
C -13.998 -12.165 -43.359 -0.870 -0.154 0.186 -0.315
C -12.724 -11.905 -43.839 -0.427 -0.292 0.909 -0.482
C -11.725 -11.562 -42.916 0.255 0.669 -1.696 -0.489
C -12.021 -11.430 -41.593 -0.169 -0.398 0.986 -0.387
C -13.285 -11.751 -41.123 -1.018 0.702 0.810 -0.244
H -14.812 -12.500 -43.993 0.151 0.160 -0.220 0.368
H -12.573 -12.014 -44.903 0.372 0.103 0.004 0.378
H -10.754 -11.257 -43.289 0.062 -0.241 0.079 0.413
H -11.291 -11.119 -40.856 0.157 -0.005 -0.177 0.385
H -13.548 -11.629 -40.076 0.203 -0.109 0.016 0.614
F -9.412 -5.832 -37.478 0.192 0.084 0.095 -0.114
C -10.021 -7.029 -37.506 -0.806 -0.700 -0.282 -1.413
C -11.258 -7.180 -36.901 0.698 0.147 0.473 0.827
C -11.836 -8.431 -36.939 -0.176 0.517 -0.100 -0.887
C -11.281 -9.484 -37.662 -0.701 0.022 1.128 -0.456
C -10.078 -9.318 -38.328 0.080 0.352 1.120 -0.778
C -9.434 -8.081 -38.185 0.248 0.292 -0.974 0.050
H -11.676 -6.404 -36.272 -0.018 0.142 -0.197 0.618
H -12.740 -8.519 -36.349 -0.068 -0.464 -0.182 0.179
H -11.796 -10.415 -37.459 0.323 -0.325 -0.794 0.367
H -9.580 -10.181 -38.747 0.019 0.151 -0.352 0.642
H -8.505 -7.851 -38.697 0.135 -0.252 0.130 0.905
F -11.123 -0.542 -36.398 -0.473 0.761 0.420 -0.364
C -11.875 -1.609 -36.683 0.744 -1.607 -0.201 0.308
C -13.015 -1.982 -35.983 -0.584 0.798 -0.329 -0.536
C -13.630 -3.189 -36.292 0.335 -0.022 0.111 -0.737
C -13.061 -4.028 -37.223 -0.717 -0.435 -0.945 -0.034
C -11.942 -3.653 -37.939 0.233 -0.157 0.472 -0.341
C -11.303 -2.468 -37.623 -0.034 -0.023 -0.187 0.065
H -13.565 -1.311 -35.335 0.495 0.154 0.243 0.410
H -14.544 -3.473 -35.789 -0.034 0.123 0.034 0.423
H -13.547 -4.931 -37.576 -0.164 -0.084 0.492 0.206
H -11.569 -4.358 -38.670 0.283 0.259 -0.110 0.444
H -10.355 -2.233 -38.090 -0.095 0.293 -0.003 0.223
F -5.898 -7.799 -38.220 0.047 0.126 -0.245 -0.262
C -5.693 -8.847 -37.404 0.610 -1.250 0.593 0.334
C -6.392 -10.035 -37.621 0.028 1.857 0.010 -0.144
C -6.289 -11.039 -36.679 -0.580 0.187 -0.587 -0.600
C -5.514 -10.848 -35.551 0.470 -0.700 0.482 -0.417
C -4.740 -9.707 -35.388 0.034 0.282 -0.441 -0.404
C -4.768 -8.725 -36.364 -1.226 0.793 -0.613 -0.510
H -7.113 -10.003 -38.428 0.087 -0.509 -0.095 0.453
H -6.928 -11.888 -36.890 0.298 -0.323 0.560 0.389
H -5.451 -11.621 -34.794 -0.142 0.006 -0.021 0.368
H -4.136 -9.533 -34.509 0.044 -0.270 0.037 0.377
H -4.278 -7.760 -36.307 0.298 -0.166 0.300 0.424
F -10.917 -12.747 -38.012 0.271 -0.190 0.078 -0.330
C -11.700 -13.262 -37.036 0.583 -0.082 0.362 0.478
C -12.944 -13.704 -37.377 -1.401 -0.275 0.370 -0.500
C -13.817 -14.025 -36.336 -0.184 -0.534 0.753 -0.356
C -13.422 -13.992 -35.002 0.732 0.296 -0.554 -0.647
C -12.090 -13.684 -34.715 -0.820 0.259 0.297 -0.271
C -11.223 -13.316 -35.725 0.063 0.575 -0.473 -0.496
H -13.320 -13.784 -38.387 0.344 0.244 -0.159 0.521
H -14.832 -14.369 -36.493 0.028 0.203 -0.536 0.372
H -14.126 -14.142 -34.198 -0.044 -0.233 -0.051 0.407
H -11.821 -13.615 -33.668 0.396 -0.103 -0.106 0.372
H -10.231 -12.942 -35.509 0.062 -0.121 -0.034 0.462
F -3.879 -7.819 -42.316 0.322 0.095 0.086 -0.297
C -5.143 -7.905 -42.745 -0.813 0.171 0.015 0.083
C -6.179 -7.829 -41.829 -0.939 -0.137 0.313 -0.175
C -7.502 -7.971 -42.272 1.063 0.001 -0.745 -0.255
C -7.731 -8.144 -43.635 -0.770 1.065 0.194 -0.698
C -6.700 -8.054 -44.557 -0.101 -0.415 0.478 -0.479
C -5.394 -7.974 -44.104 0.284 0.272 -0.372 -0.290
H -6.048 -7.598 -40.780 0.540 -0.200 -0.008 0.534
H -8.338 -7.862 -41.596 0.039 -0.095 0.140 0.435
H -8.753 -8.043 -43.983 0.003 -0.490 -0.071 0.369
H -6.948 -8.048 -45.609 0.221 -0.004 -0.072 0.373
H -4.583 -7.831 -44.808 0.117 -0.265 0.098 0.401
C -7.894 -2.427 -39.060 1.289 0.386 -0.402 -0.441
C -8.033 -3.808 -39.112 -0.202 0.366 -0.199 -0.163
C -8.645 -4.344 -40.237 -0.558 0.393 -0.131 -0.545
N -9.176 -3.593 -41.224 0.099 -0.382 0.386 -0.648
C -9.030 -2.283 -41.133 0.455 0.891 0.237 -0.199
C -8.307 -1.642 -40.123 -0.812 -0.688 0.311 -0.402
H -7.276 -1.978 -38.289 -0.350 -0.036 0.295 0.428
H -7.679 -4.392 -38.277 0.016 -0.283 -0.174 0.421
H -8.806 -5.407 -40.350 0.157 -0.156 0.058 0.791
H -9.482 -1.623 -41.867 -0.099 -0.446 -0.376 0.343
H -8.198 -0.567 -40.128 0.093 0.012 0.003 0.391
C -13.705 -6.874 -39.671 -1.258 -0.619 -0.923 -0.063
O -14.906 -6.261 -40.196 0.406 -0.007 0.334 -0.563
H -12.851 -6.388 -40.140 0.380 -0.037 0.701 0.255
H -13.772 -6.914 -38.585 0.460 0.493 0.008 -0.188
H -13.722 -7.923 -39.991 0.243 0.051 -0.042 0.257
H -14.613 -5.597 -40.822 -0.204 0.085 -0.065 0.323
C -10.501 -3.393 -33.963 -1.349 -0.630 -0.886 -0.263
O -9.722 -4.110 -34.917 0.621 0.042 0.483 -0.260
H -10.268 -3.726 -32.956 0.489 0.174 -0.035 0.330
H -10.485 -2.311 -34.093 0.454 0.041 0.179 0.318
H -11.539 -3.696 -34.140 -0.133 0.208 0.263 -0.179
H -10.070 -3.983 -35.807 -0.097 0.140 0.068 0.097
C -6.569 -5.124 -35.219 -0.059 1.266 -0.153 -0.109
O -6.801 -3.890 -34.518 -0.063 -0.655 0.229 -0.603
H -6.440 -5.982 -34.560 -0.079 -0.064 0.091 0.336
H -7.405 -5.258 -35.905 0.074 -0.497 -0.102 -0.222
H -5.659 -4.949 -35.789 0.073 -0.291 -0.084 0.257
H -7.740 -3.917 -34.288 0.063 0.211 -0.138 0.316
```
Forces are in eV/Å.

Entry 2:
C50H52HfN4O2P2 as an isolated structure in a non-equilibrium geometry, computed with ωB97M-V/def2-TZVPD.

Values from the calculation:
Net charge: +2
2S+1: 1
Maximum force: 0.0326 hartree/bohr
Energy relative to the best compared isomer or geometry (same formula, charge and spin): 0.091 eV
HOMO-LUMO gap: 7.0 eV
E: -3036.2615 hartree

Geometry as XYZ:
```
111
Properties=species:S:1:pos:R:3:forces:R:3:mulliken_charge:R:1
Hf -0.272 -0.491 -0.214 1.315 -0.343 0.979 -0.255
C -3.574 2.501 -0.187 -0.352 -0.134 -0.035 -1.527
N -2.325 1.728 -0.217 0.724 0.153 -0.051 0.192
P -1.422 1.569 1.245 -1.653 0.194 -0.183 1.494
C -1.538 3.187 2.067 0.751 -0.235 0.005 0.567
C -2.656 3.576 2.804 -0.068 -0.041 -0.044 -0.705
C -2.701 4.840 3.367 -0.023 0.013 -0.014 -0.755
C -1.639 5.720 3.200 -0.001 -0.021 -0.002 -0.692
C -0.525 5.337 2.467 0.041 0.061 -0.011 -0.794
C -0.469 4.070 1.910 -0.022 -0.043 0.018 -0.127
C -2.564 0.529 2.222 0.160 0.048 0.104 0.286
C -2.409 0.470 3.608 0.036 0.003 -0.069 -0.756
C -3.224 -0.355 4.366 0.014 -0.004 0.039 -0.713
C -4.200 -1.127 3.747 -0.004 -0.052 -0.014 -0.889
C -4.343 -1.090 2.367 0.006 -0.074 0.046 -0.576
C -3.517 -0.276 1.605 -0.025 0.099 -0.035 -0.053
P -1.284 1.865 -1.611 -1.454 0.025 0.326 0.906
C -1.177 3.665 -1.886 0.752 -0.257 0.020 0.669
C -0.027 4.326 -1.452 -0.017 -0.054 -0.089 -0.774
C 0.076 5.702 -1.569 0.066 0.070 0.034 -0.651
C -0.963 6.427 -2.133 -0.021 -0.033 0.019 -0.762
C -2.104 5.772 -2.581 -0.039 0.030 0.009 -0.639
C -2.216 4.397 -2.461 -0.044 -0.050 0.003 -0.719
C -2.407 1.336 -2.944 0.257 0.004 -0.079 0.274
C -2.119 1.740 -4.248 0.034 -0.007 0.113 -0.668
C -2.875 1.265 -5.308 0.002 -0.016 -0.059 -0.874
C -3.920 0.382 -5.074 0.000 0.019 0.002 -0.667
C -4.209 -0.024 -3.779 -0.033 -0.055 0.014 -0.706
C -3.448 0.440 -2.719 -0.011 0.105 0.010 -0.062
H -4.221 2.122 0.604 -0.001 0.012 -0.031 0.486
H -4.090 2.390 -1.139 -0.028 0.001 0.058 0.552
H -3.392 3.563 -0.011 0.124 -0.021 0.013 0.339
H -3.490 2.900 2.936 -0.003 -0.009 0.030 0.478
H -3.569 5.139 3.940 0.000 0.005 -0.005 0.458
H -1.679 6.703 3.649 -0.002 0.004 -0.012 0.428
H 0.301 6.024 2.337 0.007 -0.009 0.014 0.488
H 0.406 3.763 1.349 0.004 0.022 0.031 0.162
H -1.664 1.091 4.094 -0.031 0.005 0.057 0.567
H -3.116 -0.380 5.443 0.012 -0.004 -0.010 0.481
H -4.850 -1.755 4.342 -0.005 0.019 -0.003 0.431
H -5.106 -1.687 1.886 0.014 0.000 -0.008 0.491
H -3.644 -0.244 0.528 -0.011 -0.012 0.024 0.127
H 0.801 3.755 -1.047 -0.018 0.105 -0.045 0.509
H 0.971 6.210 -1.233 0.008 -0.011 -0.018 0.519
H -0.884 7.501 -2.232 0.008 -0.002 -0.008 0.430
H -2.909 6.335 -3.034 -0.002 -0.001 0.013 0.458
H -3.105 3.901 -2.824 -0.012 -0.016 -0.023 0.421
H -1.298 2.424 -4.432 -0.022 0.034 -0.056 0.517
H -2.652 1.586 -6.317 0.016 0.000 0.011 0.459
H -4.512 0.012 -5.901 0.000 0.011 0.000 0.448
H -5.028 -0.706 -3.593 0.011 -0.003 -0.011 0.482
H -3.676 0.112 -1.713 0.015 -0.055 0.000 0.150
C -1.391 -3.808 3.223 -0.196 -0.227 -0.070 -0.055
O -0.273 -2.944 3.549 0.015 0.107 0.053 -0.551
C 0.000 -1.966 2.746 0.488 0.106 0.110 0.011
O -0.666 -1.664 1.738 -0.169 0.235 -1.459 0.425
N 1.098 -1.274 3.079 -0.088 0.068 -0.008 -0.395
N 1.498 -0.256 2.211 0.034 0.038 -0.011 -0.230
H -1.352 -4.603 3.960 0.029 0.038 0.017 0.307
H -1.276 -4.208 2.214 0.020 0.038 0.005 -0.103
H -2.322 -3.255 3.314 -0.009 0.108 0.015 0.096
H 1.659 -1.541 3.874 -0.032 -0.081 0.062 0.241
H 2.441 -0.440 1.878 -0.006 -0.013 -0.145 0.364
H 1.524 0.629 2.708 -0.062 0.072 -0.012 0.320
C -1.384 -5.915 -0.551 0.010 0.043 -0.002 -1.035
N -1.089 -4.577 -0.053 -0.042 -0.008 -0.012 0.133
C 0.307 -4.245 -0.265 -0.088 -0.101 -0.036 -1.022
C -2.031 -3.554 -0.517 0.101 -0.010 -0.049 -0.488
C -1.714 -2.922 -1.857 -0.108 0.101 0.034 0.543
C -2.007 -3.608 -3.033 -0.001 -0.106 0.001 -0.681
C -1.661 -3.085 -4.269 0.026 -0.003 0.019 -1.270
C -1.016 -1.857 -4.344 0.047 0.117 -0.016 -0.959
C -0.733 -1.167 -3.180 -0.060 -0.121 -0.004 -0.216
C -1.081 -1.667 -1.912 -0.053 0.048 0.391 1.445
H -0.758 -6.636 -0.024 0.001 -0.016 -0.032 0.295
H -1.198 -6.025 -1.628 0.017 -0.023 0.012 0.322
H -2.426 -6.159 -0.348 0.001 -0.019 -0.011 0.384
H 0.928 -4.995 0.227 0.033 0.043 0.029 0.569
H 0.544 -3.270 0.175 0.045 -0.005 -0.011 0.011
H 0.590 -4.220 -1.327 0.021 0.046 -0.003 0.438
H -2.069 -2.764 0.244 -0.073 -0.042 -0.010 -1.334
H -3.018 -4.019 -0.543 -0.029 0.053 0.030 1.122
H -2.506 -4.569 -2.985 -0.020 0.028 0.011 0.615
H -1.879 -3.639 -5.173 -0.049 0.009 0.005 0.462
H -0.741 -1.434 -5.301 0.011 -0.048 -0.010 0.585
H -0.207 -0.223 -3.265 0.023 0.006 -0.080 0.574
C 4.738 -0.809 -5.303 -0.011 0.005 0.039 -0.468
C 4.550 0.271 -4.448 0.014 0.017 0.009 -0.839
C 3.724 0.154 -3.345 -0.047 -0.066 0.072 -0.195
C 3.078 -1.058 -3.065 0.050 0.007 -0.087 0.542
C 3.267 -2.129 -3.945 -0.010 -0.017 0.105 -0.549
C 4.093 -2.010 -5.049 0.074 -0.055 -0.059 -0.780
C 2.082 -1.232 -2.001 0.140 0.157 0.045 -0.037
C 1.812 -0.477 -0.898 -0.463 -0.111 -0.006 0.528
C 2.765 0.510 -0.339 0.072 0.094 0.018 0.384
C 2.354 1.786 0.058 0.043 -0.178 -0.166 1.276
C 3.243 2.679 0.639 -0.012 0.069 0.062 -0.828
C 4.560 2.304 0.856 0.052 -0.013 0.046 -0.728
C 4.980 1.029 0.495 0.027 0.066 0.017 -1.019
C 4.092 0.139 -0.084 -0.142 -0.039 -0.076 0.095
H 5.376 -0.706 -6.170 0.010 -0.018 0.007 0.420
H 5.050 1.210 -4.647 -0.036 0.007 -0.015 0.434
H 3.560 1.016 -2.718 0.006 0.062 0.096 0.486
H 2.759 -3.067 -3.751 -0.026 0.007 -0.039 0.474
H 4.231 -2.849 -5.718 -0.014 -0.012 0.022 0.422
H 1.438 -2.080 -2.204 -0.082 0.058 0.000 0.067
H 1.324 2.079 -0.130 0.067 0.036 0.034 -0.303
H 2.923 3.676 0.918 -0.044 -0.012 -0.005 0.450
H 5.257 2.997 1.308 -0.006 0.015 -0.023 0.424
H 6.011 0.738 0.654 -0.019 -0.032 0.026 0.441
H 4.418 -0.854 -0.367 0.046 -0.009 -0.014 0.478
```
Forces are in eV/Å.